{"formula": "C19H35As3F6NO4PZn", "method": "wB97M-V/def2-TZVPD", "spin_multiplicity": 2, "charge": 1, "de_lowest_ev": 1.507, "s2": 0.753, "fmax_ev_per_a": 0.514, "orbital_gap_ev": [9.1, 7.5], "species": ["As", "As", "As", "Zn", "P", "F", "F", "F", "F", "F", "F", "O", "O", "O", "O", "N", "C", "C", "C", "C", "C", "C", "C", "C", "C", "C", "C", "C", "C", "C", "C", "C", "C", "C", "C", "H", "H", "H", "H", "H", "H", "H", "H", "H", "H", "H", "H", "H", "H", "H", "H", "H", "H", "H", "H", "H", "H", "H", "H", "H", "H", "H", "H", "H", "H", "H", "H", "H", "H", "H"], "coordinates": [[0.48784, 2.51040, -1.12061], [4.43856, 1.46144, -0.48149], [-1.98724, 0.09971, -1.41628], [1.60431, 0.28593, -0.21512], [1.05416, -1.65815, 1.97296], [5.30471, 0.87157, 0.84986], [3.03560, 1.78627, 0.58855], [3.64485, -0.14796, -0.68886], [5.63100, 1.03303, -1.60690], [3.34845, 1.94217, -1.77506], [4.95465, 3.07024, -0.30399], [1.38494, -2.66050, 2.97391], [-0.45213, -1.18628, 1.89745], [1.96001, -0.52459, 1.59458], [0.92069, -2.52207, 0.35677], [-0.46315, -1.70667, -1.27696], [-2.35117, 0.07590, 2.51524], [1.75870, -3.93484, -1.47815], [-1.61172, -1.85846, 3.93126], [1.26511, 3.97997, -0.13828], [1.46422, -4.85864, 0.83027], [-1.41627, 2.95379, -1.17366], [-1.16876, -0.67120, 3.09907], [0.87402, 2.99595, -2.95927], [-3.47884, -0.87559, -0.68046], [-2.10219, -0.17983, -3.32120], [-2.41920, 1.99368, -1.29320], [-3.75716, 2.34875, -1.45225], [-4.10667, 3.68775, -1.50888], [-1.79347, 4.29517, -1.24493], [1.92912, -3.68345, 0.00162], [-3.12135, 4.65840, -1.40658], [-0.25919, 0.26442, 3.87644], [0.60397, -1.47881, -0.64870], [3.32664, -3.22150, 0.34627], [2.02632, -5.73392, 0.50163], [3.40573, -2.90323, 1.38398], [-2.01433, 0.82522, 1.79413], [0.75231, -4.27710, -1.72353], [-1.05113, 5.07745, -1.17201], [1.64145, -4.70030, 1.88997], [0.08346, 1.09283, 3.25499], [-3.38792, 5.70575, -1.45406], [-3.04056, -0.61553, 2.02875], [2.00525, -3.06088, -2.08111], [2.45701, -4.72713, -1.74734], [0.27400, 2.38482, -3.63094], [-0.81304, 0.66967, 4.72342], [-4.13416, -1.17595, -1.49618], [-3.11965, -1.75525, -0.15080], [-2.20795, -2.54432, 3.32800], [-0.93780, -2.58423, -1.04884], [-2.22513, -1.50459, 4.76122], [2.32869, 3.98704, -0.36451], [1.92855, 2.85596, -3.16852], [-3.05420, 0.22097, -3.66813], [3.99421, -4.07377, 0.21076], [-0.75728, -2.39978, 4.33407], [1.13076, 3.82786, 0.92955], [-4.00522, -0.23364, 0.02140], [0.61497, -0.25396, 4.27501], [-2.89087, 0.59113, 3.31000], [-4.52875, 1.59278, -1.53522], [0.81837, 4.92096, -0.44506], [3.66232, -2.41383, -0.30119], [0.59684, 4.04162, -3.08534], [0.40335, -5.05283, 0.66871], [-5.14303, 3.97096, -1.63524], [-2.02868, -1.24333, -3.53287], [-1.28692, 0.34254, -3.81811]], "lowdin_charge": [1.1803, 0.7575, 1.2687, 0.6009, 0.3908, -0.1797, -0.3010, -0.2852, -0.1847, -0.2910, -0.1910, -0.1909, -0.1854, -0.2905, -0.2232, 0.0141, -0.0250, -0.0227, -0.0163, -0.2552, -0.0107, -0.4010, -0.5898, -0.2429, -0.2348, -0.2323, -0.4025, -0.1000, -0.0526, -0.0898, -0.4878, -0.0463, -0.0236, -0.2975, -0.0067, 0.1072, 0.0889, 0.0799, 0.0928, 0.0943, 0.0809, 0.0920, 0.1189, 0.0685, 0.0926, 0.1112, 0.0255, 0.1029, 0.0496, 0.0336, 0.0943, 0.1017, 0.1010, 0.0266, 0.0225, 0.0474, 0.1130, 0.0847, 0.0442, 0.0318, 0.0927, 0.1036, 0.1042, 0.0277, 0.0797, 0.0461, 0.0993, 0.1179, 0.0380, 0.0325]}